Run w
Entry from OMol25: a single HN3O2 molecule (the ωB97M-V functional and the def2-TZVPD basis).

Positions of all 6 atoms, in Å:
O1 3.265 -1.042 -0.042
O2 2.764 1.199 -0.003
H1 -0.551 0.067 -0.195
N1 0.149 -0.034 0.442
N2 1.263 -0.122 -0.102
N3 2.519 -0.114 0.035

Computed properties:
**SMILES**: [H]/N=N/[N+](=O)[O-]
**Net charge**: 0
**Gap between HOMO and LUMO**: 9.53 eV
**2S+1**: 1
**LUMO**: -1.03 eV

Taken from the Mulliken analysis, the atomic charges in e are: atom 1 (O): -0.498, atom 2 (O): -0.518, atom 3 (H): 0.264, atom 4 (N): -0.328, atom 5 (N): 0.101, atom 6 (N): 0.978

Run x
Entry from OMol25: a single HN3O2 molecule (the ωB97M-V functional and the def2-TZVPD basis).

Positions of all 6 atoms, in Å:
H1 -0.697 0.285 -0.149
O1 2.614 -1.430 -0.047
N1 1.220 0.171 0.059
N2 2.423 0.065 0.051
O2 3.303 0.840 -0.044
N3 0.111 0.271 0.517

Computed properties:
**SMILES**: [H]/N=N/[N+](=O)[O-]
**Net charge**: 0
**Gap between HOMO and LUMO (alpha / beta)**: 8.79 / 8.79 eV
**2S+1**: 1
**LUMO (alpha / beta)**: -1.44 / -1.44 eV

Taken from the Mulliken analysis, the atomic charges in e are: atom 1 (H): 0.291, atom 2 (O): -0.539, atom 3 (N): 0.309, atom 4 (N): 0.870, atom 5 (O): -0.498, atom 6 (N): -0.433

Here are the energies relative to the best structure, in hartree: run w 0.0000; run x 0.0445.